Entry 1:
DFT (ωB97M-V/def2-TZVPD) results for C4H7Cl in the gas phase.

```
12
Properties=species:S:1:pos:R:3
C -0.783 -0.934 0.636
C -0.172 0.066 -0.255
C -0.764 0.864 -1.115
C 1.294 0.337 0.170
H -0.853 -1.928 0.173
H -0.290 -1.022 1.606
H -1.811 -0.697 0.895
H -0.214 1.707 -1.555
H -1.802 0.744 -1.387
H 1.723 0.976 -0.639
H 1.325 1.058 1.086
Cl 2.347 -1.171 0.385
```

Calculated values
Total energy ... -16782.9986 eV
LUMO ... 0.953 eV
Energy relative to the best compared isomer or geometry (same formula, charge and spin) ... 36.0 kJ/mol
Structure (SMILES) ... C=C(C)CCl
Kohn-Sham gap ... 10.768 eV
HOMO level ... -0.3607 hartree
Strongest force on any atom ... 0.054 hartree/bohr



Entry 2:
DFT (ωB97M-V/def2-TZVPD) results for a molecular structure, C4H7ClFNO.

```
15
Properties=species:S:1:pos:R:3
C 0.304 0.446 1.058
C 1.068 1.393 -1.039
C -0.359 -0.566 -1.135
C -0.915 -1.060 1.639
N 0.330 0.361 -0.278
O 0.753 1.222 1.844
F -1.384 -0.624 2.865
Cl -0.161 -2.608 1.743
H 1.493 2.096 -0.396
H 1.880 0.866 -1.419
H 0.263 1.740 -1.663
H -0.414 -1.466 -0.723
H -1.221 -0.187 -1.480
H 0.183 -0.665 -2.046
H -1.818 -0.948 1.032
```

Calculated values
Total energy ... -23036.7238 eV
LUMO ... 0.618 eV
Energy relative to the best compared isomer or geometry (same formula, charge and spin) ... 154.9 kJ/mol
Kohn-Sham gap ... 9.663 eV
HOMO level ... -0.3324 hartree
Strongest force on any atom ... 0.083 hartree/bohr



Entry 3:
DFT (ωB97M-V/def2-TZVPD) results for C4H7ClN2 in the gas phase.

```
14
Properties=species:S:1:pos:R:3
C 0.764 1.436 0.302
C 1.298 -0.682 -0.538
C -0.914 -0.836 0.350
C -1.528 -0.129 -0.600
H 0.607 0.877 1.188
H -0.259 1.794 -0.019
H 1.116 2.546 0.659
H 2.134 -1.359 -1.066
H 0.557 -2.422 0.326
H -1.286 -0.790 1.603
H -1.135 0.220 -1.496
N 1.533 0.595 -0.629
N 0.278 -1.394 0.158
Cl -3.165 0.144 -0.237
```

Calculated values
Total energy ... -19760.5838 eV
LUMO ... 0.577 eV
Energy relative to the best compared isomer or geometry (same formula, charge and spin) ... 400.3 kJ/mol
Structure (SMILES) ... C/N=C\N/C=C/Cl
Kohn-Sham gap ... 9.126 eV
HOMO level ... -0.3142 hartree
Strongest force on any atom ... 0.119 hartree/bohr



Entry 4:
DFT (ωB97M-V/def2-TZVPD) results for 2 unconnected molecules or ions with the total composition C4H7ClN2.

```
14
Properties=species:S:1:pos:R:3
C -1.185 -1.870 -0.011
C 1.146 -0.342 -1.094
C 0.574 1.145 0.992
C 0.408 -0.049 0.135
N -1.993 -2.578 -0.385
N -0.628 -0.832 0.532
Cl -2.555 1.455 0.117
H 1.695 0.535 -1.328
H 1.945 -1.109 -0.878
H 0.687 -0.740 -1.959
H 0.781 2.016 0.405
H 1.404 0.866 1.710
H -0.343 1.290 1.561
H -1.935 0.212 0.204
```

Calculated values
Total energy ... -19759.1233 eV
LUMO (spin up / spin down) ... 0.620 / -4.116 eV
Energy relative to the best compared isomer or geometry (same formula, charge and spin) ... 54.9 kJ/mol
Kohn-Sham gap (spin up / spin down) ... 7.611 / 6.816 eV
Multiplicity ... 3
HOMO level (spin up / spin down) ... -0.2569 / -0.4017 hartree
Strongest force on any atom ... 0.126 hartree/bohr



Entry 5:
DFT (ωB97M-V/def2-TZVPD) results for 2 unconnected molecules or ions with the total composition C4H7ClN2O.

```
15
Properties=species:S:1:pos:R:3
C 2.474 -0.325 0.582
C 0.077 1.384 -0.100
C -2.234 0.755 -0.078
C -0.452 -0.881 -0.668
N 2.548 -0.955 1.625
N -0.805 0.464 -0.264
O 0.266 2.526 0.131
Cl 3.624 -0.250 -0.755
H -2.388 1.257 0.876
H -2.604 1.397 -0.876
H -2.776 -0.184 -0.081
H 0.637 -0.950 -0.714
H -0.819 -1.601 0.063
H -0.886 -1.101 -1.645
H 3.338 -1.537 1.905
```

Calculated values
Total energy ... -21807.6315 eV
LUMO (spin up / spin down) ... -0.780 / 0.547 eV
Energy relative to the best compared isomer or geometry (same formula, charge and spin) ... 386.7 kJ/mol
Kohn-Sham gap (spin up / spin down) ... 6.330 / 8.923 eV
HOMO level (spin up / spin down) ... -0.2613 / -0.3078 hartree
Strongest force on any atom ... 0.057 hartree/bohr



Entry 6:
DFT (ωB97M-V/def2-TZVPD) results for C4H7ClN2O in the gas phase.

```
15
Properties=species:S:1:pos:R:3
C -0.936 -1.032 0.073
C -0.245 0.317 -0.045
C 0.980 0.553 -0.400
C 2.114 -0.415 -0.510
H -2.510 -0.417 -1.000
H -2.504 -2.051 -0.605
H 0.111 -1.634 1.534
H 1.225 1.552 -0.679
H 2.461 -0.487 -1.548
H 1.810 -1.407 -0.143
H 2.967 0.217 1.136
N -1.937 -1.235 -0.841
N -0.680 -1.903 0.977
O 3.197 0.138 0.198
Cl -1.312 1.679 0.239
```

Calculated values
Total energy ... -21810.7610 eV
LUMO ... 0.744 eV
Energy relative to the best compared isomer or geometry (same formula, charge and spin) ... 84.7 kJ/mol
Structure (SMILES) ... [H]/N=C(N)\C(Cl)=C/CO
Kohn-Sham gap ... 10.480 eV
HOMO level ... -0.3578 hartree
Strongest force on any atom ... 0.039 hartree/bohr



Entry 7:
DFT (ωB97M-V/def2-TZVPD) results for a molecular structure, C4H7ClN2S.

```
15
Properties=species:S:1:pos:R:3
C 0.951 0.680 2.308
C 0.033 0.482 1.114
C -1.710 -0.841 0.076
C -1.326 -1.674 -0.861
H 0.658 -0.233 3.098
H 1.955 0.410 2.270
H 0.638 1.633 2.859
H -1.579 -0.242 2.175
H -2.893 -0.204 0.060
H -2.146 -1.646 -1.830
H 0.469 2.401 -1.847
N -0.855 -0.600 1.242
N -0.211 1.151 0.006
S 0.998 2.265 -0.619
Cl 0.395 -2.006 -1.261
```

Calculated values
Total energy ... -30594.7675 eV
LUMO ... 0.345 eV
Energy relative to the best compared isomer or geometry (same formula, charge and spin) ... 436.1 kJ/mol
Kohn-Sham gap ... 8.781 eV
HOMO level ... -0.3100 hartree
Strongest force on any atom ... 0.103 hartree/bohr



Entry 8:
DFT (ωB97M-V/def2-TZVPD) results for a molecular structure, C4H7ClN3.

```
15
Properties=species:S:1:pos:R:3
C -0.583 -1.308 1.355
C 0.314 0.161 -0.139
C 0.337 -1.692 -0.667
C 0.626 1.427 -0.945
N -0.323 -0.027 0.968
N -0.265 -2.251 0.390
N 0.136 2.485 -0.298
Cl 0.600 -2.331 -2.173
H -1.157 -1.558 2.267
H 1.720 1.374 -1.238
H 0.222 1.287 -1.901
H -0.778 -3.221 0.346
H -0.602 0.566 1.722
H -0.853 2.401 -0.236
H 0.605 2.688 0.548
```

Calculated values
Total energy ... -21243.7859 eV
LUMO (spin up / spin down) ... -3.915 / -3.916 eV
Energy relative to the best compared isomer or geometry (same formula, charge and spin) ... 297.7 kJ/mol
Kohn-Sham gap (spin up / spin down) ... 8.427 / 8.426 eV
HOMO level (spin up / spin down) ... -0.4536 / -0.4536 hartree
Total charge ... +1
Strongest force on any atom ... 0.131 hartree/bohr



It is found that the M values, taken in the order of the records, are 90.553; 139.557; 118.567; 118.567; 134.566; 134.566; 150.634; 132.574 g/mol.